No. 1
The following is a DFT calculation (ωB97M-V with the def2-TZVPD basis set) of C22H42NP3SSeY as an isolated structure at a distorted geometry.

```
71
Properties=species:S:1:pos:R:3:lowdin_charge:R:1
Y -1.01960 -0.02795 -0.26579 0.495
P -3.82192 -0.00791 -0.12075 0.692
P 0.12175 -2.53737 0.23890 0.755
P -0.14561 2.62286 -0.37647 0.734
H 4.37370 0.14873 -0.62304 0.107
C 3.92997 0.25820 0.38527 -0.086
C 4.45390 -0.76288 1.30480 0.269
H 5.50983 -1.01587 1.24446 0.122
C -4.86462 -0.11116 -1.62198 -0.263
C -4.51195 -1.41098 0.84529 -0.260
C -4.60465 1.41439 0.73989 -0.253
C 1.81139 -2.96553 0.78577 -0.244
C -0.88769 -3.43518 1.48437 -0.253
C -0.06687 -3.60834 -1.24049 -0.245
C 1.60932 3.11633 -0.22487 -0.272
C -0.97630 3.72985 0.82777 -0.252
C -0.59250 3.42445 -1.96123 -0.237
H 4.10373 1.30189 0.71573 0.132
H 3.85324 -1.09643 2.14530 0.075
H -5.86071 -0.48848 -1.34988 0.065
H -4.39581 -0.78820 -2.34645 0.029
H -4.96183 0.88020 -2.08328 0.064
H -5.55805 -1.56845 0.54733 0.064
H -4.45446 -1.20018 1.92032 0.044
H -3.93708 -2.32232 0.63169 0.034
H -5.65597 1.50178 0.43074 0.072
H -4.07524 2.33802 0.47106 0.036
H -4.54606 1.28257 1.82719 0.044
H 2.29023 -3.60233 0.02931 0.062
H 1.76794 -3.51539 1.73473 0.056
H 2.43807 -2.07560 0.92917 -0.022
H -1.22567 -4.38581 1.05190 0.063
H -1.76433 -2.83969 1.77429 0.011
H -0.28534 -3.63465 2.37994 0.038
H 0.91307 -4.01096 -1.52825 0.058
H -0.46952 -3.01549 -2.07527 -0.011
H -0.75529 -4.43369 -1.01689 0.060
H 1.75001 4.12678 -0.63245 0.069
H 2.23484 2.41160 -0.78858 0.024
H 1.92474 3.09464 0.82671 0.038
H -0.28536 4.51675 1.15925 0.066
H -1.30447 3.14428 1.69664 0.004
H -1.85433 4.18694 0.35357 0.054
H 0.13412 4.21604 -2.18858 0.065
H -1.59837 3.85521 -1.88098 0.060
H -0.58671 2.67815 -2.76629 0.014
C 0.35769 0.02839 -3.65198 -0.594
C 1.62460 -0.34128 -3.15261 -0.145
C 2.78221 0.06362 -3.82127 -0.078
C 2.68910 0.79681 -5.01437 -0.037
C 1.42937 1.11975 -5.54026 -0.033
C 0.26944 0.73148 -4.86779 -0.112
Se -1.27033 -0.39051 -2.70370 0.660
H 2.73216 0.16464 0.24197 0.116
H 1.68928 -0.93939 -2.23839 0.069
H 3.76247 -0.20072 -3.41787 0.105
H 3.59543 1.10925 -5.53810 0.125
H 1.34651 1.67496 -6.47724 0.129
H -0.71963 0.96908 -5.26415 0.115
S -1.58799 0.28341 2.44861 0.594
C -0.12367 -0.02560 3.28780 -0.701
N -0.04494 -1.19368 4.01997 0.081
C 1.06955 -1.55409 4.73156 -0.007
C 2.14538 -0.69210 4.77667 -0.031
C 2.10832 0.50133 4.03987 -0.024
C 0.97048 0.83863 3.31459 -0.076
H -0.86238 -1.80482 4.01748 0.150
H 1.01621 -2.51232 5.24620 0.153
H 3.01527 -0.95103 5.37834 0.133
H 2.96690 1.16923 4.04340 0.131
H 0.88506 1.76614 2.75142 0.101
```

Summary:
Charge: +3
Max |F| in Eh/bohr: 0.062
Lowest unoccupied orbital energy (alpha / beta) in eV: -11.5220 / -12.9969
Frontier orbital gap (alpha / beta) in eV: 4.46 / 2.27

No. 2
The following is a DFT calculation (ωB97M-V with the def2-TZVPD basis set) of C22H42NP3SW as an isolated structure at a distorted geometry.

```
70
Properties=species:S:1:pos:R:3:lowdin_spin:R:1
W -0.51270 0.04086 0.11742 1.752
P -2.32520 1.08245 -0.85263 0.085
P -0.54784 1.11714 2.24633 0.024
P -1.57013 -1.84820 0.95752 0.066
H 1.41705 -2.87494 -2.69697 -0.002
C 0.40987 -2.46486 -2.54627 -0.013
C -0.39256 -2.54615 -3.83135 -0.006
H 0.24048 -3.03659 -4.59781 -0.001
C -2.13710 2.38636 -2.12187 0.027
C -3.54095 1.82026 0.30621 0.019
C -3.33404 -0.08828 -1.83746 0.020
C 0.85320 0.64799 3.33880 0.010
C -0.37630 2.94392 2.22785 0.022
C -1.96142 0.94720 3.42055 -0.007
C -1.92744 -3.28373 -0.11969 0.006
C -3.27546 -1.69577 1.65615 0.038
C -0.60069 -2.63576 2.30295 0.010
H -0.03348 -3.00724 -1.68875 -0.004
H -1.26101 -3.21419 -3.72804 0.000
H -1.36453 2.10361 -2.84751 0.000
H -1.86966 3.34909 -1.67357 0.000
H -3.08669 2.50484 -2.66232 0.002
H -3.08819 2.61066 0.91780 0.000
H -3.96539 1.06280 0.97541 0.000
H -4.36589 2.26231 -0.26955 0.002
H -2.69752 -0.62841 -2.55056 0.000
H -4.05890 0.51244 -2.40418 0.002
H -3.87494 -0.80319 -1.20999 0.000
H 0.67558 1.06583 4.34370 0.001
H 1.78971 1.06540 2.94248 0.000
H 0.94385 -0.44499 3.41024 0.000
H -0.50095 3.32593 3.25123 0.002
H -1.12902 3.41764 1.58842 0.000
H 0.61781 3.23955 1.87283 0.000
H -1.76903 1.59835 4.29032 -0.002
H -2.05757 -0.08606 3.78128 0.000
H -2.90743 1.25735 2.95499 0.000
H -2.56336 -3.96892 0.45579 0.001
H -1.03745 -3.83930 -0.43534 -0.001
H -2.46619 -2.96437 -1.01596 0.000
H -3.54493 -2.68826 2.04670 0.005
H -3.99084 -1.42008 0.86901 0.000
H -3.33321 -0.96932 2.47242 0.000
H -1.05195 -3.61921 2.51332 0.001
H -0.61185 -2.03007 3.21992 0.000
H 0.44474 -2.77652 1.98838 0.000
C 2.52258 -0.95391 -1.64041 -0.010
C 2.84906 -1.79823 -0.58892 -0.005
C 4.18704 -2.00116 -0.22382 -0.004
C 5.19979 -1.28518 -0.87650 -0.016
C 4.86216 -0.37658 -1.88184 0.001
C 3.52214 -0.14274 -2.19626 -0.010
S 0.76711 -0.75520 -2.13024 -0.070
H -0.60481 -1.55127 -4.26505 -0.001
H 2.05375 -2.30557 -0.04475 0.000
H 4.41384 -2.70259 0.57678 0.000
H 6.25212 -1.48803 -0.62863 -0.001
H 5.67035 0.14935 -2.39984 0.000
H 3.22864 0.64950 -2.87360 0.000
C 3.32952 3.26628 -0.19803 0.007
C 2.15469 3.51069 -0.90255 0.000
C 1.12325 2.57538 -0.87529 0.021
N 1.21830 1.42443 -0.16063 0.025
C 2.37302 1.17650 0.52412 0.001
C 3.43900 2.07396 0.50721 0.000
H 4.15124 3.97978 -0.20304 0.000
H 2.01844 4.40455 -1.50130 0.000
H 0.19541 2.74214 -1.43071 0.003
H 2.44760 0.21680 1.04981 0.000
H 4.36530 1.76353 0.98532 0.000
```

Summary:
Relative energy (zero: lowest compared OMol25 entry of this formula, charge and spin) in kcal per mole: 0.0
Charge: +4
⟨S²⟩: 2.113
Max |F| in Eh/bohr: 0.099
Lowest unoccupied orbital energy (alpha / beta) in eV: -16.2497 / -15.1185
2S+1: 3
Frontier orbital gap (alpha / beta) in eV: 4.10 / 5.27

No. 3
The following is a DFT calculation (ωB97M-V with the def2-TZVPD basis set) of a 3-piece molecular cluster, C22H42O10 overall at a distorted geometry.

```
74
Properties=species:S:1:pos:R:3:lowdin_charge:R:1
C 3.21092 -4.66780 2.98657 -0.116
O 2.95738 -4.84627 1.60758 -0.185
C 4.12384 -4.99840 0.80551 -0.235
C 4.16664 -3.94835 -0.28870 -0.172
C 4.35459 -2.51899 0.24283 -0.180
C 3.56230 -1.45071 -0.54899 -0.191
C 2.76297 -0.47486 0.32717 -0.178
C 1.32032 -1.03081 0.55417 -0.181
C 1.21313 -1.67109 1.93512 -0.187
C -0.01619 -2.57373 2.16026 -0.159
C -1.30732 -2.13146 1.44474 -0.134
C -1.81563 -3.20927 0.49471 -0.159
C -0.90754 -3.27184 -0.73545 -0.504
O -0.10110 -4.03890 -1.01935 0.201
O -1.28576 -2.18984 -1.48305 0.020
C -2.62915 -1.76419 -1.18751 -0.074
C -3.10259 -2.90218 -0.28345 -0.336
O -4.30883 -2.76215 0.41799 0.017
H 3.09415 -5.60807 3.52738 0.085
H 4.18630 -4.23000 3.19514 0.086
H 2.46938 -3.97410 3.37890 0.070
H 5.04755 -4.95402 1.38562 0.118
H 4.06926 -5.99040 0.35562 0.117
H 3.28275 -4.02609 -0.91469 0.107
H 5.01820 -4.19553 -0.92219 0.111
H 4.12983 -2.45615 1.30201 0.089
H 5.41247 -2.28608 0.12851 0.105
H 4.24821 -0.84771 -1.14162 0.100
H 2.92586 -1.96354 -1.26608 0.099
H 2.66238 0.46653 -0.20234 0.100
H 3.21279 -0.35273 1.30828 0.105
H 0.60573 -0.21120 0.52187 0.100
H 1.12245 -1.72569 -0.25447 0.093
H 1.30727 -0.93069 2.72578 0.116
H 2.08319 -2.31472 2.04202 0.070
H -0.21485 -2.56804 3.23002 0.105
H 0.22404 -3.60570 1.91991 0.108
H -2.08024 -2.05412 2.21098 0.120
H -1.25307 -1.15669 0.97677 0.085
H -2.01209 -4.15991 0.97715 0.160
H -3.12555 -1.80578 -2.15125 0.134
H -2.66522 -0.78698 -0.72790 0.108
H -3.17532 -3.74142 -0.98539 0.160
H -4.78909 -3.58504 0.28433 0.102
C 0.07291 5.51413 1.25885 -0.059
C -0.79037 5.28540 2.48217 -0.202
O -1.93862 4.48233 2.16798 0.031
C -1.71352 3.17319 2.05983 -0.622
O -0.66037 2.61060 2.21896 0.129
O -2.86748 2.58682 1.71610 -0.028
C -2.75555 1.18259 1.48202 -0.042
H -0.52285 5.92847 0.44341 0.081
H 0.88594 6.20269 1.48916 0.081
H 0.50532 4.57885 0.90308 0.077
H -1.18057 6.23534 2.84352 0.123
H -0.22400 4.83336 3.29627 0.124
H -2.29032 0.67710 2.32543 0.096
H -2.18598 1.00267 0.56904 0.078
H -3.76252 0.79270 1.35158 0.105
C -1.91725 4.54118 -6.00812 -0.067
C -0.93953 5.09688 -4.99396 -0.213
O -1.57552 5.34940 -3.73321 0.035
C -1.78345 4.27413 -2.96954 -0.602
O -1.47154 3.14035 -3.23509 0.124
O -2.40382 4.67199 -1.85510 0.013
C -2.75492 3.60752 -0.96595 -0.033
H -2.78555 5.19564 -6.09864 0.081
H -1.44194 4.44631 -6.98462 0.080
H -2.27991 3.55914 -5.70576 0.075
H -0.56035 6.05919 -5.33447 0.121
H -0.08275 4.43648 -4.85954 0.123
H -1.88958 2.98673 -0.73828 0.095
H -3.55045 3.00456 -1.40526 0.110
H -3.11989 4.05889 -0.05441 0.085
```

Summary:
SMILES string: COCCCCCCCCC[C@@H]1C(=O)OC[C@@H]1O.CCOC(=O)OC.CCOC(=O)OC
Max |F| in Eh/bohr: 0.097
Lowest unoccupied orbital energy in eV: 0.4935
Frontier orbital gap in eV: 9.93

No. 4
The following is a DFT calculation (ωB97M-V with the def2-TZVPD basis set) of a 4-piece molecular cluster, C22H43B2BrIN2O24PS3 overall at a distorted geometry.

```
99
Properties=species:S:1:pos:R:3:lowdin_charge:R:1
C 4.66266 -2.76608 2.14431 -0.187
C 3.40180 -1.82054 2.29250 -0.690
I 3.87704 -0.45040 3.96102 0.802
C 3.11418 -0.88661 1.05693 -0.273
C 2.34666 -1.63670 -0.14202 -0.385
O 1.32505 -2.41493 0.47695 -0.125
C 0.24967 -2.92148 -0.28758 -0.236
C 0.72370 -4.30755 -0.94372 -0.049
C 1.18006 -5.19614 0.29441 -0.209
O 0.45729 -5.43785 1.25170 0.038
C -0.56249 -1.97562 -1.25245 -0.213
C 0.25827 -1.83163 -2.65577 0.029
C 0.28926 -0.30179 -3.06330 -0.417
O -0.66602 0.11827 -3.71297 0.090
O 1.33381 0.54149 -2.69966 0.069
O -0.82196 -0.63082 -0.87999 -0.050
C -1.31833 -0.21573 0.36698 -0.277
C -0.09709 0.36936 1.22891 -0.100
O 0.72709 1.17466 0.33624 -0.187
O 1.24207 2.19329 1.12261 -0.029
C -2.21318 -1.12472 1.28983 -0.066
C -1.86702 -1.04669 2.84076 -0.714
O -1.03349 -1.73383 3.36676 0.055
Br -2.88785 0.30617 3.90472 0.669
B -2.25642 1.11654 0.04007 -0.434
N -1.97221 2.50117 0.50282 0.157
O -3.46258 0.98048 -0.73433 0.091
B -1.96696 -2.63184 -1.80016 -0.427
O -2.04348 -3.83772 -2.57288 0.088
N -3.28223 -1.95145 -1.53914 -0.115
C -4.26259 -2.98471 -1.05458 -0.095
C -3.86911 -1.45271 -2.82260 -0.086
P 3.74186 -2.47174 -1.11161 0.947
O 3.83517 -2.02303 -2.74618 -0.304
O 3.93207 -4.12463 -0.81128 -0.304
H 5.33437 -2.72046 3.05070 0.043
H 4.41113 -3.83889 1.91926 0.073
H 5.28469 -2.37335 1.28461 0.058
H 2.52390 -2.41046 2.65666 0.078
H 2.59876 0.05291 1.37212 0.058
H 4.11885 -0.58483 0.63730 0.096
H 1.92765 -0.80695 -0.78037 0.112
H -0.50815 -3.29337 0.47501 0.151
H -0.11807 -4.88657 -1.40396 0.118
H 1.52062 -4.18683 -1.71655 0.091
H 2.21000 -5.68250 0.28782 0.124
H -0.24751 -2.34677 -3.51054 0.133
H 1.30076 -2.23110 -2.58818 0.087
H 0.88579 1.31891 -2.29551 0.121
H -0.44442 1.07608 2.03518 0.124
H 0.49107 -0.43222 1.75164 0.123
H 1.20406 3.02153 0.59710 0.120
H -2.26666 -2.21857 1.05461 0.122
H -3.28705 -0.76414 1.23412 0.114
H -1.16880 2.93010 0.04221 0.066
H -1.93569 2.59671 1.51914 0.071
H -3.39990 1.74829 -1.36280 0.098
H -2.12804 -4.56210 -1.91438 0.110
H -5.14465 -2.52159 -0.53606 0.098
H -4.68244 -3.52355 -1.96406 0.094
H -3.79075 -3.74412 -0.37225 0.091
H -3.30198 -0.52867 -3.11819 0.087
H -4.95408 -1.17985 -2.64737 0.097
H -3.86503 -2.25279 -3.61716 0.096
H 3.72865 -2.79859 -3.34794 0.058
H 4.21601 -4.59324 -1.62745 0.070
O -3.13563 3.80041 -3.15085 -0.221
S -4.03992 4.37752 -4.09558 0.640
O -3.69941 5.50321 -4.90150 -0.219
O -5.43176 4.68595 -3.33797 -0.179
C -6.49961 3.98690 -3.98374 -0.161
C -5.85467 2.75450 -4.59034 -0.163
O -4.58141 3.20348 -5.06246 -0.179
H -6.91539 4.63811 -4.75671 0.136
H -7.27826 3.73517 -3.26511 0.139
H -6.44058 2.33603 -5.40680 0.139
H -5.68305 1.98362 -3.83384 0.131
O 5.30887 -2.99110 6.74158 -0.239
S 6.14135 -2.14697 7.53397 0.614
O 7.54276 -2.01572 7.30921 -0.221
O 5.89748 -2.51656 9.09033 -0.191
C 5.45352 -1.35916 9.79876 -0.173
C 4.72563 -0.51641 8.76675 -0.172
O 5.48736 -0.66479 7.56717 -0.217
H 6.33281 -0.83786 10.18632 0.133
H 4.80807 -1.64637 10.62793 0.135
H 4.66467 0.53207 9.05406 0.136
H 3.71934 -0.90095 8.57878 0.135
O 1.37898 8.64957 -3.19631 -0.224
S 0.46732 7.99310 -2.31673 0.633
O 0.25200 8.42222 -0.97401 -0.225
O 0.82369 6.41490 -2.30747 -0.195
C -0.31942 5.65982 -2.72054 -0.176
C -1.09283 6.58284 -3.64350 -0.169
O -0.96712 7.88062 -3.05310 -0.183
H -0.90417 5.40984 -1.83096 0.127
H -0.00854 4.74261 -3.21961 0.135
H -2.13927 6.29834 -3.73121 0.086
H -0.64067 6.61752 -4.63851 0.142
```

Summary:
SMILES string: C[C@@H](I)C[C@H](O[C@H](CC=O)[C@](CC(=O)O)(O[C@](COO)(CC(=O)Br)B(N)O)B(O)N(C)C)P(O)O.O=S1(=O)OCCO1.O=S1(=O)OCCO1.O=S1(=O)OCCO1
Max |F| in Eh/bohr: 0.097
Lowest unoccupied orbital energy in eV: -0.1364
Frontier orbital gap in eV: 7.47

Number 4 is which compound?
C22H43B2BrIN2O24PS3

max |F| of number 2 (C22H42NP3SW)?
0.099 Eh/bohr